No. 1
2 unconnected molecules or ions with the total composition C5H9NO at a distorted geometry. Source: the Open Molecules 2025 dataset; level of theory: ωB97M-V with the def2-TZVPD basis set.

The geometry in XYZ format:
```
16
Properties=species:S:1:pos:R:3:forces:R:3
C -2.2555 -0.0559 -0.3294 1.289 -0.220 -0.765
C -1.0755 0.3911 -0.8332 -2.719 1.480 0.405
C -0.2019 1.2372 -0.0302 1.291 0.001 -0.313
C 0.8117 1.9335 -0.5644 -0.097 -0.547 0.456
H -3.0106 -0.4813 -0.9828 0.098 -0.087 0.169
H -2.4389 -0.0677 0.7393 -0.081 0.151 -0.038
H -0.9783 0.5020 -1.9157 0.238 -0.471 0.192
H -0.3278 1.2321 1.0505 -0.076 -0.038 -0.092
H 1.5629 2.3935 0.0696 -0.291 0.312 -0.096
H 0.9988 1.9453 -1.6334 -0.055 -0.063 0.066
N 0.9978 -1.6134 1.4232 -0.248 -0.019 -0.001
C 1.3101 -1.4694 0.1108 -1.228 0.841 -1.868
O 2.4221 -1.6209 -0.3485 -0.452 -0.135 0.205
H 0.1009 -1.3113 1.7715 0.177 -0.191 -0.082
H 1.7217 -1.8900 2.0737 -0.154 0.170 -0.173
H 0.3623 -1.1250 -0.6006 2.308 -1.183 1.933
```
Positions in Å, forces in eV/Å.

Summary:
- Electronic energy: -8866.868 eV
- SMILES: C=CC=C.NC=O


No. 2
A molecular structure, C28H89N7O13 at a distorted geometry. Source: the Open Molecules 2025 dataset; level of theory: ωB97M-V with the def2-TZVPD basis set.

The geometry in XYZ format:
```
137
Properties=species:S:1:pos:R:3:forces:R:3
C -0.9957 -0.2992 -0.7943 1.292 4.443 -0.938
C -0.0737 0.7322 -1.5184 -0.149 -1.001 4.134
C 1.2193 0.7763 -0.6802 -0.282 -0.257 0.911
O 0.9786 1.3956 0.5804 -1.850 -0.846 -0.101
C 2.0910 1.7860 1.3326 -1.959 0.875 -3.640
N 0.1413 0.4663 -2.8931 -5.647 -2.577 9.946
H -0.8822 -0.3912 0.2859 1.941 3.202 -1.814
H -0.7561 -1.2436 -1.2828 0.933 2.550 2.494
H -2.0640 -0.1669 -0.9653 1.563 0.700 0.208
H -0.5931 1.6898 -1.5537 1.310 -1.241 3.962
H 2.0287 1.2550 -1.2314 0.399 -0.068 0.400
H 1.5269 -0.2414 -0.4397 -0.754 1.446 -1.234
H 1.8589 2.3475 2.2375 -1.122 -1.302 -0.908
H 2.5358 2.5070 0.6466 0.387 -0.722 0.682
H 2.7986 0.9933 1.5754 -7.413 1.000 -3.040
H 0.9126 0.9860 -3.2869 -1.058 0.326 2.456
H 0.4727 -0.4786 -3.0257 -1.627 1.991 1.604
C 0.1404 -2.0570 -6.0643 0.324 -0.425 0.539
C 0.0583 -1.4124 -4.6515 1.630 -0.610 -2.710
C 1.1049 -2.1344 -3.6917 1.284 -0.077 -1.730
O 1.1575 -1.4564 -2.4825 4.722 -2.007 3.123
C 1.8928 -2.1228 -1.4596 0.123 -0.915 -1.308
N 0.2268 0.0359 -4.8835 0.215 -2.351 -5.583
H -0.7348 -1.8571 -6.6825 -0.020 0.365 0.227
H 0.2334 -3.1429 -6.0451 0.086 -0.180 0.167
H 1.0233 -1.6555 -6.5617 -0.017 -0.085 -0.170
H -0.9545 -1.6318 -4.3135 2.352 0.218 -0.337
H 2.1481 -2.0433 -3.9942 0.053 -0.420 -1.267
H 0.9041 -3.1847 -3.4805 -0.357 -0.255 -0.471
H 1.3320 -3.0389 -1.2741 0.854 -0.290 -0.691
H 1.9424 -1.5693 -0.5219 -0.203 -0.967 -1.866
H 2.9215 -2.3779 -1.7140 0.190 0.075 -0.603
H 1.0197 0.2970 -5.4520 0.198 -0.761 -0.821
H 0.3646 0.4166 -3.9582 -1.402 0.239 -6.480
C -0.4286 -1.7100 4.2722 -0.153 0.224 -0.405
C -0.8739 -0.4019 3.5578 -0.380 0.076 0.254
C 0.2174 0.6813 3.3197 -0.522 -1.346 -1.119
O 0.3695 1.5810 4.3627 0.887 0.767 1.644
C 1.6067 2.3286 4.4122 -3.406 -5.005 0.338
N -1.5285 -0.7166 2.2562 1.169 1.829 3.563
H 0.5230 -1.5896 4.7898 -0.110 -0.118 0.285
H -0.3448 -2.5277 3.5563 0.455 0.192 -0.061
H -1.2232 -2.0724 4.9244 0.163 0.275 0.483
H -1.6349 0.0364 4.2035 -0.028 0.360 -0.019
H -0.0223 1.1576 2.3690 -0.397 0.272 0.250
H 1.1417 0.1519 3.0885 -0.108 0.271 0.860
H 1.7879 2.8429 5.3560 -2.287 -1.752 0.012
H 1.6402 3.0744 3.6180 -3.580 -3.107 -1.433
H 2.4812 1.6818 4.3423 -0.147 -0.345 -0.300
H -2.2038 -1.4499 2.4184 0.463 0.055 0.140
H -0.7715 -1.1214 1.7241 -0.120 0.634 1.845
C -2.5548 -1.9575 -3.6724 -0.923 -1.437 0.468
C -2.2741 -2.2568 -2.2162 -2.922 -0.003 0.075
C -3.1115 -3.3839 -1.5734 -1.006 0.480 -0.992
O -4.5121 -3.1406 -1.7298 0.615 -0.007 -0.962
C -5.3794 -3.8827 -0.8880 0.341 -0.267 -0.841
N -0.8849 -2.3569 -1.8409 -1.031 -6.479 -4.875
H -2.1365 -2.8051 -4.2154 -0.428 -0.369 -0.506
H -2.0260 -1.0858 -4.0577 -1.782 0.131 0.654
H -3.6384 -1.9216 -3.7851 0.151 0.153 -0.230
H -2.6073 -1.3895 -1.6462 -0.420 -0.751 -1.187
H -2.8092 -3.3480 -0.5267 -1.742 0.248 -1.775
H -2.8937 -4.3811 -1.9560 0.197 -0.346 -0.327
H -5.5430 -4.8843 -1.2858 0.482 -0.431 0.391
H -6.3523 -3.3930 -0.9287 0.057 -0.415 -0.046
H -5.0159 -3.7532 0.1314 -0.168 -1.151 -0.045
H -0.7401 -3.3514 -1.9419 0.936 -0.776 -0.401
H -0.4569 -1.8955 -2.6309 -0.363 -0.915 0.685
C 4.5028 5.4050 5.3023 1.349 0.888 -1.087
C 3.8119 4.7862 4.0912 -0.487 -0.524 1.992
C 4.6132 3.5448 3.5830 -0.544 -0.276 0.241
O 3.8051 2.7319 2.6816 3.342 -3.196 3.582
C 4.1649 1.3911 2.6194 2.823 -1.327 2.296
N 2.4857 4.3559 4.6146 3.147 3.266 -0.807
H 5.4483 5.7642 4.8960 0.432 0.302 0.485
H 4.7377 4.7705 6.1568 -0.276 -0.441 -0.234
H 3.9687 6.2799 5.6728 -0.183 -0.126 -0.153
H 3.6736 5.5291 3.3057 0.048 -0.171 0.043
H 4.7920 2.8783 4.4267 0.347 0.211 0.353
H 5.5513 3.7542 3.0689 0.086 0.295 0.092
H 5.1177 1.2204 2.1181 1.066 0.400 2.143
H 3.5395 0.9219 1.8599 4.990 -0.468 3.761
H 3.9672 0.8059 3.5175 0.511 0.184 0.447
H 2.2802 3.5278 4.0742 2.711 4.179 0.965
H 2.5811 3.9027 5.5121 1.054 1.441 0.498
C -1.7616 -4.3584 0.4271 1.966 -2.453 1.337
C -1.1629 -3.0710 0.9869 0.304 -1.712 0.351
C 0.4095 -2.8235 0.9309 -0.851 -0.896 -0.398
O 0.7038 -1.5695 1.5801 1.434 -1.261 0.298
C 2.0676 -1.1561 1.5286 -0.613 -1.095 -0.267
N -1.9231 -2.0514 0.4125 0.243 -0.886 1.349
H -1.5561 -5.2026 1.0853 1.055 -0.324 -0.128
H -1.4123 -4.5262 -0.5916 -0.019 -0.733 0.369
H -2.8478 -4.4478 0.4466 0.368 0.436 0.388
H -1.3941 -3.2019 2.0440 0.070 0.500 0.249
H 0.8010 -2.7592 -0.0844 -1.423 -0.369 1.667
H 0.9126 -3.6731 1.3927 0.235 -0.004 0.569
H 2.7662 -1.9653 1.7414 -0.019 -0.291 0.105
H 2.2128 -0.3394 2.2357 -0.024 -0.900 -0.462
H 2.1323 -0.8494 0.4847 1.747 0.610 2.034
H -1.4477 -1.1964 0.6635 -2.780 -1.914 -0.498
H -1.9145 -2.0453 -0.5974 0.265 -0.449 2.267
C -5.5293 -1.4746 0.1457 0.208 2.207 -0.704
C -4.2025 -0.6953 0.2260 0.601 -0.885 -1.245
C -3.8768 0.4052 -0.8821 -2.353 0.403 1.156
O -3.6479 -0.0741 -2.2389 -0.939 1.536 0.605
C -3.0994 0.9233 -3.1271 0.623 0.177 1.439
N -4.0680 -0.2649 1.6189 -1.186 1.190 0.375
H -5.4625 -2.2905 0.8654 -0.505 0.673 0.311
H -5.7367 -1.8980 -0.8370 0.244 1.195 0.536
H -6.2854 -0.7176 0.3539 -0.454 -0.375 0.529
H -3.3970 -1.4287 0.1870 -1.199 0.405 -0.765
H -3.0728 1.0186 -0.4753 0.157 0.071 -0.327
H -4.7378 1.0734 -0.8673 -0.308 0.243 -0.435
H -2.2701 1.4423 -2.6465 -1.343 -0.513 0.196
H -3.7802 1.7251 -3.4130 -0.453 -0.315 -0.176
H -2.5782 0.4477 -3.9580 -0.868 0.245 -0.124
H -3.4482 0.5145 1.7878 0.042 0.164 -0.484
H -3.5993 -0.9971 2.1331 -0.805 0.064 -0.382
O -0.8826 3.9464 -1.1770 -1.796 3.473 4.058
H -0.9363 3.1711 -1.7357 -0.061 1.201 0.153
H -0.5772 4.6416 -1.7598 -0.017 -0.027 -0.013
O 1.8053 1.6429 -3.4135 7.165 4.948 -2.067
H 1.9018 2.5928 -3.4816 -0.019 0.808 0.107
H 2.6327 1.3440 -3.0363 0.385 -0.214 0.104
O 1.3913 3.4501 -1.1794 2.466 0.061 -0.908
H 1.1304 2.5408 -1.0335 -0.363 0.949 0.167
H 1.0531 3.9219 -0.4183 -0.259 0.141 0.053
O -0.9331 2.5833 -2.8455 -0.815 1.497 -6.048
H -0.6859 1.6840 -2.6300 -0.314 -0.513 -2.994
H -0.3710 2.8161 -3.5845 -0.192 0.389 -0.325
O 2.9954 4.0997 1.3996 -1.429 5.378 -2.558
H 3.8659 3.8359 1.1013 -0.185 0.068 -0.084
H 2.8222 3.5415 2.1577 -0.125 1.141 -1.071
O 4.5215 1.7360 0.3506 1.020 0.225 -2.777
H 5.2505 1.5159 -0.2293 0.315 0.122 -0.412
H 4.4011 0.9555 0.8915 0.497 -0.046 -1.308
```
Positions in Å, forces in eV/Å.

Summary:
- Electronic energy: -67480.568 eV


Values of orbital gap, in order: 9.6 6.5, all in eV.
Values of energy above the lowest of the compared OMol25 structures with the same formula, charge and spin, in order: 54.1 1006.1, all in kcal per mole.
Values of HOMO, in order: -9.05 -7.08, all in eV.